Record 1
6 unconnected molecules or ions with the total composition C7H28BN6O5 at a distorted geometry, computed with ωB97M-V/def2-TZVPD.

Geometry as XYZ:
```
47
Properties=species:S:1:pos:R:3:forces:R:3:mulliken_charge:R:1
B -26.167 10.437 28.440 0.313 -0.579 0.060 -0.004
H -25.939 9.415 28.179 0.693 -3.663 -0.402 -0.183
H -25.796 10.663 29.428 0.938 0.192 3.444 -0.399
H -25.583 11.075 27.796 1.061 2.048 -2.579 -0.416
H -27.215 10.665 28.325 -3.275 0.582 -0.107 -1.587
C -22.936 12.393 28.934 -0.991 -1.751 1.409 0.585
O -22.926 11.509 29.791 0.087 -0.034 -0.255 -0.717
N -22.121 13.395 28.926 3.755 3.497 0.770 -0.416
N -23.808 12.489 27.957 -1.622 -1.124 -1.737 -0.282
H -21.488 13.496 29.706 -0.102 0.126 -0.351 0.249
H -22.146 14.079 28.183 0.197 -0.129 0.489 0.141
H -23.855 13.230 27.271 0.012 -0.390 0.317 0.194
H -24.359 11.645 27.888 -0.401 0.504 -0.475 0.768
C -25.592 8.370 25.343 -1.010 -2.586 -1.988 0.553
O -25.352 7.790 24.292 0.810 -0.078 -0.918 -0.764
N -25.103 9.500 25.755 2.323 3.063 -0.379 -0.200
N -26.476 7.910 26.210 -1.888 -0.572 2.117 -0.153
H -25.380 9.878 26.649 0.413 0.246 -0.121 0.501
H -24.366 9.916 25.204 -0.251 -0.025 0.268 0.174
H -26.605 8.571 26.963 -0.735 -0.915 0.464 0.120
H -27.061 7.091 26.123 0.436 0.403 -0.305 0.192
C -26.774 13.348 30.589 3.056 -0.949 2.944 0.485
O -27.181 14.260 31.228 -1.385 3.884 2.219 -0.749
N -25.678 12.659 30.904 2.834 -0.912 1.187 -0.169
N -27.372 12.822 29.618 -4.087 -1.030 -5.357 -0.154
H -25.397 11.866 30.345 0.148 0.203 0.265 -0.023
H -25.119 12.859 31.721 -0.394 0.183 -0.307 0.170
H -28.125 13.401 29.275 -0.061 -0.549 -0.322 0.119
H -26.993 12.065 29.068 -0.298 0.349 0.097 0.415
C -30.966 8.174 30.168 0.574 0.169 -1.007 -1.332
C -29.711 9.077 29.969 -0.990 -0.629 0.771 -0.051
O -28.840 8.666 28.948 -0.545 -0.765 -0.199 -0.612
H -31.485 8.079 29.214 -0.038 0.051 -0.185 0.330
H -31.681 8.640 30.845 0.228 0.040 0.208 0.363
H -30.761 7.151 30.483 0.268 0.102 0.219 0.322
H -29.143 9.056 30.899 -0.112 0.442 0.312 0.282
H -30.102 10.070 29.747 0.196 0.280 0.169 0.228
H -28.195 9.374 28.884 0.429 0.052 -0.169 0.271
C -29.209 10.302 24.780 -1.037 0.903 -1.488 -1.168
C -29.771 10.160 26.184 2.786 -0.725 1.018 -0.181
O -29.049 11.032 27.109 -2.348 0.985 -0.895 -0.538
H -28.139 10.251 24.580 0.088 -0.160 0.861 0.215
H -29.544 11.246 24.350 0.276 0.683 0.359 0.321
H -29.653 9.686 23.998 -0.226 -0.951 0.449 0.405
H -29.543 9.170 26.580 -0.371 -0.394 -0.260 0.183
H -30.850 10.294 26.266 0.185 0.534 -0.043 0.378
H -28.154 10.770 27.340 0.059 -0.609 -0.566 1.132
```
Forces are in eV/Å.

Values from the calculation:
- net charge = -1
- E_tot (Ha) = -1013.1140

---

Record 2
A molecular structure, C7H28CaN13O10 at a distorted geometry, computed with ωB97M-V/def2-TZVPD.

Geometry as XYZ:
```
59
Properties=species:S:1:pos:R:3:forces:R:3:mulliken_charge:R:1
Ca -1.658 3.461 -0.006 0.561 -2.495 0.903 1.763
N -0.172 0.398 -0.708 -0.957 -1.581 -0.331 0.967
O -0.734 -0.516 -0.091 -0.472 0.215 0.773 -0.666
O -0.822 1.451 -0.943 -0.735 1.674 -0.218 -0.534
O 0.911 0.209 -1.198 1.406 0.765 -0.307 -0.717
C -1.519 -2.241 2.975 -1.911 -0.131 -0.891 -0.376
O -0.347 -2.016 2.289 1.755 0.089 -0.205 -0.528
H -1.686 -1.585 3.829 0.467 -0.342 0.412 0.270
H -2.313 -1.976 2.277 -0.633 0.016 0.105 -0.139
H -1.674 -3.308 3.135 0.155 0.062 0.735 0.327
H -0.555 -1.653 1.425 0.232 0.357 -0.055 0.430
C -2.445 0.196 -4.544 -1.951 -2.694 1.058 0.748
O -3.530 -0.245 -4.169 -0.620 1.232 0.447 -0.785
N -1.848 -0.280 -5.590 1.515 -0.401 -3.182 -0.365
N -1.592 0.929 -3.858 0.322 2.393 2.309 -0.246
H -0.995 0.244 -5.726 -0.051 -1.022 -1.597 0.150
H -2.338 -0.837 -6.276 0.336 0.287 0.021 0.242
H -0.665 1.070 -4.234 -0.164 0.227 0.918 0.167
H -1.873 1.156 -2.915 0.708 0.117 -0.219 0.064
C 1.171 2.932 1.714 1.590 -1.312 -0.632 0.628
O 0.025 2.783 1.338 -3.061 -0.359 -1.373 -0.719
N 1.532 3.866 2.482 -0.220 5.442 3.848 -0.394
N 2.241 2.241 1.457 0.671 -3.233 -2.196 -0.161
H 0.786 4.306 3.000 0.725 0.537 0.203 0.256
H 2.517 3.915 2.699 -0.749 0.796 0.793 0.140
H 2.101 1.355 0.994 0.961 -0.023 -0.161 -0.016
H 3.107 2.580 1.851 0.032 -1.173 -0.589 0.191
C -3.597 1.167 1.803 0.905 -2.600 -0.876 0.499
O -2.879 2.090 1.428 0.733 2.758 -1.473 -0.582
N -3.966 1.027 3.032 -0.820 0.550 3.605 -0.415
N -3.855 0.110 1.048 0.041 -0.919 -2.800 -0.224
H -4.262 0.121 3.368 -0.056 0.329 0.039 0.229
H -3.537 1.661 3.691 -0.345 -0.136 0.096 0.234
H -4.288 -0.781 1.244 -0.255 0.495 0.750 0.248
H -3.412 0.063 0.141 -0.043 0.286 -0.068 0.129
C 4.842 1.765 -1.512 0.958 3.167 -3.139 0.597
O 4.570 2.735 -2.235 -0.780 -0.483 0.551 -0.706
N 4.084 0.768 -1.175 -3.811 -1.490 0.034 -0.100
N 6.074 1.535 -1.091 2.711 -0.613 2.039 -0.415
H 3.128 0.805 -1.498 0.161 -0.170 0.061 0.077
H 4.407 -0.027 -0.642 -0.201 0.019 0.019 0.286
H 5.977 1.020 -0.227 1.290 -0.131 0.102 0.180
H 6.848 2.179 -1.172 -0.576 0.132 -0.055 0.246
C -3.174 -2.782 -1.560 -1.301 -3.046 -1.258 0.640
O -3.903 -3.484 -2.213 -1.372 -1.468 -0.758 -0.713
N -2.940 -1.568 -1.829 1.306 5.178 0.634 0.120
N -2.462 -3.268 -0.557 1.336 -2.751 3.187 -0.263
H -3.329 -1.081 -2.624 -0.050 0.224 -0.239 0.164
H -2.293 -1.222 -1.136 0.177 1.198 -0.956 -0.304
H -2.621 -4.255 -0.410 0.075 0.180 0.107 0.196
H -1.883 -2.824 0.141 -0.175 0.258 -0.609 0.060
C 3.517 -1.476 1.407 -0.352 -1.438 0.488 0.593
O 4.422 -0.898 0.876 2.442 1.284 -0.330 -0.728
N 3.656 -2.405 2.371 0.188 -0.263 0.563 -0.416
N 2.253 -1.320 1.037 -1.742 0.506 -0.595 0.043
H 2.789 -2.842 2.648 0.705 -0.164 0.713 0.145
H 4.517 -2.417 2.899 -0.394 -0.353 -0.026 0.264
H 2.099 -0.821 0.172 -0.322 -0.460 -0.040 0.099
H 1.595 -2.011 1.367 -0.347 0.473 -0.331 0.119
```
Forces are in eV/Å.

Values from the calculation:
- net charge = +1
- E_tot (Ha) = -2425.2521
- energy relative to the best compared isomer or geometry (same formula, charge and spin) (kcal per mole) = 169.1

---

Ordered orbital gap results: 9.239; 6.091; unit eV.
Ordered LUMO results: 0.104; -0.180; unit Eh.
Ordered HOMO energy results: -6.396; -10.990; unit eV.